C25H19Cl2CuF3N2O3PS as an isolated structure. Source: the Open Molecules 2025 dataset; level of theory: ωB97M-V/def2-TZVPD.

Values from the calculation:
* expectation value of S²: 0.761
* lowest unoccupied orbital energy (alpha / beta): 2.776 / 2.446 eV
* multiplicity: 2
* E_HOMO (alpha / beta): -3.86 / -4.51 eV
* HOMO-LUMO gap (alpha / beta): 6.636 / 6.956 eV
* total charge: -1

Geometry (Å):
Cu 1.61 1.51 0.00
N -1.31 3.16 -0.85
C -2.32 2.26 -0.55
C -3.66 2.65 -0.69
C -4.69 1.79 -0.36
C -4.42 0.51 0.11
C -3.10 0.13 0.26
C -2.03 0.97 -0.06
P -0.34 0.35 0.27
C -0.26 -1.33 -0.43
C -1.09 -1.75 -1.46
C -0.92 -3.01 -2.03
C 0.08 -3.85 -1.57
C 0.91 -3.43 -0.53
C 0.74 -2.18 0.03
C -0.59 -0.10 2.07
C -1.00 -1.34 2.56
C -1.15 -1.54 3.93
C -0.87 -0.52 4.82
C -0.43 0.71 4.35
C -0.29 0.91 2.98
H -1.62 3.94 -1.40
H -0.50 2.68 -1.26
H -3.87 3.64 -1.06
H -5.72 2.12 -0.48
H -5.22 -0.17 0.36
H -2.88 -0.86 0.63
H -1.86 -1.09 -1.84
H -1.57 -3.32 -2.84
H 0.22 -4.83 -2.01
H 1.70 -4.08 -0.17
H 1.40 -1.85 0.83
H -1.21 -2.15 1.88
H -1.47 -2.51 4.29
H -0.96 -0.69 5.89
H -0.17 1.50 5.03
H 0.06 1.87 2.62
F 5.46 1.66 1.30
C 4.94 1.99 2.48
F 5.61 1.32 3.43
F 5.14 3.30 2.68
S 3.15 1.57 2.55
O 3.10 0.16 2.23
O 2.72 1.99 3.85
O 2.65 2.42 1.43
Cl 3.22 -0.22 -1.18
C 2.17 -0.31 -2.57
C 2.57 -1.11 -3.62
C 1.76 -1.22 -4.75
C 0.56 -0.52 -4.79
C 0.18 0.26 -3.71
Cl -1.35 1.09 -3.79
C 0.95 0.42 -2.53
N 0.53 1.20 -1.53
H 3.50 -1.65 -3.56
H 2.06 -1.84 -5.58
H -0.10 -0.58 -5.64

Atom charges from the Mulliken analysis, given in e for atoms 1 to 5: -0.96 -0.41 0.65 -0.72 -0.58

C25H19Cl5N2O4Pt as an isolated structure. Source: the Open Molecules 2025 dataset; level of theory: ωB97M-V/def2-TZVPD.

Values from the calculation:
* lowest unoccupied orbital energy: 0.329 eV
* E_HOMO: -8.06 eV
* HOMO-LUMO gap: 8.391 eV
* total charge: 0

Geometry (Å):
Pt -1.72 -0.16 -0.25
Cl -2.34 4.98 4.77
C -2.51 3.87 3.46
C -2.35 2.51 3.67
Cl -1.98 1.92 5.25
C -2.50 1.61 2.62
Cl -2.36 -0.09 2.95
C -2.81 2.05 1.31
O -3.00 1.28 0.25
C -2.96 3.44 1.14
Cl -3.32 4.00 -0.45
C -2.82 4.33 2.19
Cl -3.02 6.02 1.91
O 0.30 -3.41 -1.68
C 0.70 -2.37 -1.22
N 2.02 -2.01 -1.00
C 2.19 -0.63 -0.57
C 0.72 -0.30 -0.42
O 0.13 0.75 -0.01
N -0.07 -1.29 -0.79
C 2.86 -0.49 0.79
C 2.94 0.78 1.37
C 3.52 0.94 2.61
C 4.03 -0.16 3.29
C 3.95 -1.42 2.72
C 3.36 -1.59 1.47
C 2.85 0.21 -1.66
C 2.10 0.63 -2.76
C 2.71 1.33 -3.79
C 4.07 1.60 -3.74
C 4.82 1.18 -2.65
C 4.21 0.49 -1.61
H 2.75 -2.50 -1.50
H 2.54 1.64 0.84
H 3.58 1.92 3.06
H 4.47 -0.04 4.27
H 4.34 -2.28 3.25
H 3.28 -2.57 1.04
H 1.04 0.43 -2.81
H 2.13 1.65 -4.64
H 4.55 2.15 -4.54
H 5.88 1.39 -2.60
H 4.79 0.18 -0.76
C -4.55 -2.78 -2.05
C -3.96 -3.51 -0.83
C -3.83 -2.40 0.19
O -3.39 -1.28 -0.61
C -4.00 -1.35 -1.92
H -5.64 -2.77 -2.00
H -4.25 -3.24 -2.98
H -2.97 -3.91 -1.07
H -4.59 -4.32 -0.48
H -3.09 -2.56 0.97
H -4.79 -2.14 0.64
H -3.22 -1.12 -2.65
H -4.78 -0.58 -1.97

Atom charges from the Mulliken analysis, given in e for atoms 1 to 5: 0.77 -0.19 0.38 -0.10 -0.19

Table of DFT total energy (Ha), in record order: -4899.41624, -3794.84587